# 1
{"formula": "C5H6ClNS", "method": "the ωB97M-V functional and the def2-TZVPD basis", "homo_energy_ev": -9.724, "gap_ev": 10.36, "fmax_ev_per_a": 1.03, "de_lowest_kcal_mol": 13.3, "charge": 0, "e_tot_ev": -30129.237, "elements": ["Cl", "S", "N", "C", "C", "C", "C", "C", "H", "H", "H", "H", "H", "H"], "xyz": [[0.05924, 2.60760, -0.20227], [-2.54062, -0.42444, -0.64992], [3.26682, -0.65026, -0.94594], [-0.01584, -1.07289, 0.49822], [1.10043, 0.00907, 0.31552], [-1.05397, 0.04349, 0.26528], [2.31746, -0.35593, -0.37542], [0.04413, 0.85652, -0.43341], [-3.16769, 0.74317, -0.56856], [-0.05742, -1.60525, 1.44519], [0.01347, -1.79855, -0.35831], [-1.33387, 0.52150, 1.23124], [1.30921, 0.49233, 1.28748], [0.05863, 0.63364, -1.50910]], "atomic_forces_ev_per_a": [[0.014, -0.055, -0.028], [0.327, -0.345, 0.022], [0.178, -0.082, -0.112], [0.179, -0.436, -0.912], [-0.580, 0.221, 0.745], [-0.362, 0.372, 0.610], [-0.023, 0.113, 0.065], [0.065, -0.349, -0.403], [-0.108, 0.321, 0.068], [0.057, 0.017, -0.075], [-0.081, 0.611, 0.808], [0.219, -0.310, -0.655], [0.114, -0.264, -0.457], [0.001, 0.187, 0.324]]}

# 2
{"formula": "C7H9N2", "method": "the ωB97M-V functional and the def2-TZVPD basis", "homo_energy_ev": -13.746, "gap_ev": 9.70, "fmax_ev_per_a": 5.15, "de_lowest_kcal_mol": 125.1, "charge": 1, "e_tot_ev": -10373.097, "elements": ["N", "N", "C", "C", "C", "C", "C", "C", "C", "H", "H", "H", "H", "H", "H", "H", "H", "H"], "xyz": [[-1.20066, 1.78310, -0.44842], [1.58263, 0.34742, -0.03198], [-2.32692, 1.42766, -0.10129], [-1.84264, -1.14236, -0.14290], [2.72923, 0.41803, -0.07360], [4.09798, 0.23995, -0.02897], [-2.75591, 0.10435, 0.32664], [0.03065, 0.36218, -0.15827], [-0.44131, -0.87028, -0.06415], [-2.63020, 0.14072, 1.36699], [4.45801, -0.14544, 1.01009], [-3.09189, 2.21443, -0.20340], [4.55669, -0.50049, -0.66862], [-2.28133, -1.94291, 0.62056], [-2.12185, -1.60213, -1.12442], [0.32542, -1.61150, -0.00897], [4.70513, 1.11138, -0.29389], [-3.79306, -0.33413, 0.02462]], "atomic_forces_ev_per_a": [[5.115, -0.558, 0.183], [-2.408, 1.621, -0.847], [-2.008, -0.428, -0.910], [-3.924, -1.064, 1.586], [-2.835, -0.731, -0.010], [4.134, -0.470, 1.989], [-0.652, -3.745, -2.000], [-0.213, 1.204, 0.142], [1.797, 0.771, -0.068], [-0.371, -0.257, 1.794], [-0.937, 0.999, -1.431], [0.333, -0.045, -0.047], [-0.800, -0.568, -0.684], [1.652, 1.245, -1.492], [0.162, 0.756, 0.530], [-0.006, -0.962, 0.165], [-0.497, 0.350, 0.351], [1.457, 1.881, 0.749]]}

# 3
{"formula": "C45H117N7O14", "method": "the ωB97M-V functional and the def2-TZVPD basis", "homo_energy_ev": -8.440, "gap_ev": 8.84, "fmax_ev_per_a": 2.11, "de_lowest_kcal_mol": 21.0, "charge": 0, "e_tot_ev": -87649.491, "elements": ["O", "O", "O", "O", "O", "O", "O", "O", "O", "O", "O", "O", "O", "O", "N", "N", "N", "N", "N", "N", "N", "C", "C", "C", "C", "C", "C", "C", "C", "C", "C", "C", "C", "C", "C", "C", "C", "C", "C", "C", "C", "C", "C", "C", "C", "C", "C", "C", "C", "C", "C", "C", "C", "C", "C", "C", "C", "C", "C", "C", "C", "C", "C", "C", "C", "C", "H", "H", "H", "H", "H", "H", "H", "H", "H", "H", "H", "H", "H", "H", "H", "H", "H", "H", "H", "H", "H", "H", "H", "H", "H", "H", "H", "H", "H", "H", "H", "H", "H", "H", "H", "H", "H", "H", "H", "H", "H", "H", "H", "H", "H", "H", "H", "H", "H", "H", "H", "H", "H", "H", "H", "H", "H", "H", "H", "H", "H", "H", "H", "H", "H", "H", "H", "H", "H", "H", "H", "H", "H", "H", "H", "H", "H", "H", "H", "H", "H", "H", "H", "H", "H", "H", "H", "H", "H", "H", "H", "H", "H", "H", "H", "H", "H", "H", "H", "H", "H", "H", "H", "H", "H", "H", "H", "H", "H", "H", "H", "H", "H", "H", "H", "H", "H"], "xyz": [[-3.64617, -3.67382, -1.98371], [0.23601, -1.51118, 0.34238], [1.35927, 4.47745, 5.02856], [-0.84317, -3.22703, 5.91919], [8.47362, 4.20984, -6.44089], [-7.25501, -1.61116, -0.62690], [-0.80763, 2.43530, -4.49168], [0.33505, 4.69163, 0.72714], [1.24436, -1.29151, -7.54076], [-0.60653, 0.69193, 7.62636], [1.59914, -3.62772, -0.40689], [3.96729, 2.67476, -1.69708], [2.83039, -0.72507, 1.34064], [-10.46591, 0.53303, -1.60348], [2.02586, 5.28842, -1.44536], [7.13269, 3.93420, -3.07545], [0.14590, 1.96544, 4.69434], [-9.95838, -1.44227, 0.31613], [-0.63237, -3.27501, -4.15391], [-1.29812, -0.18906, -5.07467], [0.98597, -5.67510, 5.31446], [-0.85040, -3.27488, 4.49611], [1.73750, 6.26601, -0.37083], [-10.18442, -0.08337, 0.77991], [-1.67706, -4.00739, -3.39504], [-4.55204, -4.40572, -2.77066], [0.02033, -0.37997, -5.68693], [-0.61844, -0.36158, 0.24839], [-0.16737, 1.49413, -3.66762], [1.28749, 2.18358, 5.56438], [-0.79310, 0.95887, 5.13706], [2.10508, 3.30470, 4.97676], [2.12088, 5.63093, 4.85456], [-10.90326, 0.71378, -0.28147], [2.27137, -4.91980, -0.49751], [-0.03743, -1.22713, -6.94149], [-7.45676, -1.69243, 0.74379], [-9.08740, 0.86587, -1.82826], [3.10373, -0.17377, 3.65608], [7.49509, 3.34052, -4.33610], [-1.39078, 1.14830, 6.54340], [-0.86242, -4.46870, 6.57502], [-1.07517, -4.95948, -2.37363], [7.42262, 4.34290, -5.49455], [0.19716, 0.85821, -0.15230], [-0.54514, -0.70420, 7.82713], [0.64381, 7.20426, -0.83697], [-0.00510, 3.95948, 1.90101], [-1.01350, 0.24194, -3.68995], [-2.61053, -3.04257, -2.72927], [3.65179, -4.74969, 0.16447], [-1.20666, -0.18261, 1.60768], [5.21625, 2.53734, -2.34759], [1.20101, -1.77978, -8.84098], [8.19719, 3.40464, -7.54770], [1.54819, -6.03727, 0.18834], [3.50368, -1.12688, 2.55287], [-8.87140, -2.12199, 1.06284], [3.46417, 1.48999, -1.09999], [-0.39344, 3.75975, -4.25492], [1.41764, 5.58642, 0.93145], [1.54065, -4.54247, 7.39751], [-5.88175, -1.44270, -0.94465], [0.43916, -5.23642, 6.59883], [5.74150, 3.92033, -2.71102], [5.00857, -1.15224, 2.30443], [1.54361, -4.97795, 4.84109], [8.52272, 2.96678, -4.33091], [-9.04705, -3.19067, 0.90920], [2.17824, -1.62276, -9.29455], [0.59355, 8.09376, -0.20629], [6.44986, 4.34871, -6.01994], [3.37331, 0.85507, 3.39182], [-0.30734, 2.86511, 4.56452], [-9.06575, 1.51908, -2.71066], [3.09181, 3.38882, 5.45105], [1.15383, -3.83717, 8.12925], [-0.80368, -0.75324, -7.58837], [-2.28526, -4.60723, -4.08718], [-0.35841, 4.63855, 2.69227], [-1.14400, -4.25117, 7.61206], [5.13424, 4.48853, -3.41403], [-0.57420, -0.63192, -3.19359], [-1.35599, -0.56609, -0.54057], [-5.24438, -4.89029, -2.07929], [5.46141, -2.13883, 2.33444], [-0.41405, 1.75560, -0.22436], [5.98301, 2.01746, -1.76761], [6.87669, 2.45131, -4.51661], [1.46682, 6.50107, 4.95429], [5.00718, 2.00171, -3.29264], [-9.63287, -1.42067, -0.64591], [2.06770, -1.31139, 1.23338], [2.52101, 5.72263, 3.82898], [-1.20712, -2.65661, -4.73630], [0.75943, 0.56151, -1.03478], [2.01269, -0.16314, 3.75731], [-2.43452, 0.82440, 6.66070], [4.10341, -5.73350, 0.32518], [-11.94971, 0.40919, -0.21062], [1.89022, 1.27533, 5.56204], [5.54581, -0.46021, 2.96130], [1.06539, 6.35332, 1.64670], [-1.39593, 2.24284, 6.65287], [-0.41268, -2.24884, -6.77824], [2.68781, 6.79385, -0.24250], [8.62972, 3.83109, -8.45142], [0.62553, -0.91723, -4.94965], [0.22207, -6.18124, 7.11771], [0.94423, -2.84480, -8.88079], [-5.44294, -2.44016, -0.90649], [-1.16491, -2.27931, 4.18598], [-0.08179, 1.92539, -2.66088], [-1.61652, 0.93665, 4.41475], [5.65192, 4.47890, -1.76591], [-1.11900, 4.40445, -4.74632], [2.11552, -5.30557, 7.91837], [7.76874, 3.82953, -2.30866], [5.20215, -0.71391, 1.32011], [2.20936, -4.02241, 6.71001], [3.49043, -4.36327, 1.17510], [-0.32358, 6.68744, -0.77900], [-0.50454, -5.68485, -2.96795], [0.14432, -3.43934, 4.08296], [0.99477, 2.51208, 6.56962], [-0.34121, -0.18080, 2.28488], [-1.80164, -5.45494, -1.73906], [8.61387, 2.38805, -7.42959], [0.71801, 7.48077, -1.88609], [-0.02507, -0.86386, 8.76534], [2.78853, 4.67257, -1.14510], [-1.58332, -1.06971, 7.88457], [-1.71252, -5.06050, 6.19682], [-0.78535, 3.25416, 1.64014], [-6.81117, -2.48120, 1.18564], [0.48130, 0.58996, -5.89799], [1.22928, -5.66372, 1.16837], [3.07799, 0.84681, -1.89219], [-1.80616, 0.71703, 1.69621], [-5.12332, -3.74433, -3.43019], [0.77368, -1.59557, -0.45537], [2.40856, -5.10991, -1.56815], [0.57332, 3.94165, -4.74281], [-5.81844, -1.04202, -1.95449], [3.54669, -0.40709, 4.62634], [-1.96552, 0.35466, -3.15758], [-1.77061, 0.58913, -5.52730], [3.13229, -2.12273, 2.82249], [4.31508, -4.08397, -0.37949], [0.58623, -6.29416, -0.27647], [-0.31485, 3.98501, -3.19016], [-2.07427, -2.44721, -1.98902], [7.12604, 3.22093, -7.70943], [2.32585, 3.04454, 3.92273], [-9.05650, -1.98074, 2.13335], [-0.34186, -4.43987, -1.75636], [-9.22043, 0.35815, 1.06217], [7.41827, 5.35870, -5.08298], [-8.47213, -0.00647, -2.02344], [4.12261, 1.02357, -0.36051], [2.29385, 5.03829, 1.30451], [-1.61910, -3.94719, 4.09507], [2.67075, 1.87640, -0.45665], [1.76570, -3.19926, -1.25151], [1.26982, 4.59935, -1.46860], [2.94237, 5.73089, 5.57165], [-0.07661, -1.26814, 7.02114], [-4.06248, -5.21952, -3.31011], [0.89545, 1.02186, 0.67474], [2.07292, -6.98435, 0.25493], [0.47952, -1.21022, -9.44326], [-10.87810, -0.12632, 1.62041], [-8.68972, 1.47693, -1.01123], [0.87390, 1.27828, -3.95657], [-3.07848, -2.30977, -3.40913], [0.88387, 3.44470, 2.29156], [-0.24345, -3.95171, -4.80810], [0.26375, -5.99051, 4.67884], [-1.71465, -1.08303, 1.94712], [-10.91057, 1.79126, -0.05174], [-5.39584, -0.75152, -0.26145], [-0.33020, -0.03336, 5.11615], [-7.20175, -0.77836, 1.30491]], "atomic_forces_ev_per_a": [[0.394, -0.110, 0.012], [-0.121, 0.200, 0.122], [-0.317, 0.404, 0.474], [0.187, 0.097, -0.469], [-0.284, 0.427, 0.390], [-0.131, 0.660, -0.286], [-0.124, -0.090, -0.054], [-0.064, -0.360, 0.099], [-0.344, 0.497, 0.686], [0.568, 0.274, -0.130], [-0.022, -1.122, 0.029], [0.804, 0.151, 0.577], [0.269, -0.383, 0.335], [0.579, -0.369, -0.172], [-0.007, -0.779, 0.360], [-0.031, 0.543, -0.277], [0.002, 0.035, -0.084], [0.785, -0.485, 0.179], [-1.093, -0.224, 0.082], [0.448, -0.161, 0.439], [-0.015, -0.136, -0.157], [-0.359, 0.823, 0.311], [0.735, -0.490, -1.249], [0.518, -0.361, -0.340], [-0.133, -0.597, -0.015], [-0.257, -0.268, 0.442], [0.089, -0.577, -0.114], [0.232, 0.023, -0.809], [0.222, 0.234, 1.048], [0.000, 0.444, -0.183], [-0.571, -0.660, 0.296], [0.772, -0.943, -0.923], [0.012, 0.995, -0.732], [-0.628, 0.614, 0.188], [1.590, 0.860, -0.382], [-0.565, 0.261, -0.388], [0.167, -0.918, 1.241], [-0.749, 0.969, -0.379], [-0.444, 0.492, 0.076], [0.196, -0.399, -0.233], [0.251, 1.066, 0.064], [-0.736, 0.067, 0.244], [0.912, 0.081, -0.783], [-0.752, 0.565, -0.371], [0.127, -0.749, 0.983], [-1.026, 0.142, -0.320], [-0.755, -0.167, 0.163], [0.605, 0.692, -0.089], [-0.951, -0.780, -0.027], [-0.694, 0.987, 0.669], [-0.492, -0.517, 0.344], [0.561, -0.829, 0.736], [-0.952, 0.035, -1.571], [-0.038, 0.098, -0.705], [-0.138, -1.225, -0.260], [-2.080, 0.299, 0.222], [-0.229, -0.036, -0.196], [-1.547, -0.111, 0.008], [-0.457, 1.244, 0.486], [0.327, 0.078, -0.736], [-0.975, 0.147, 0.458], [0.059, -0.193, -0.261], [-0.519, -0.574, -0.220], [0.285, -0.742, 0.068], [0.257, 0.402, 1.681], [0.261, 0.824, -0.375], [-0.103, 0.153, 0.113], [0.020, 0.185, 0.240], [0.458, 0.005, -0.225], [0.080, -0.146, 0.088], [-0.050, 0.025, -0.094], [0.198, -0.528, 0.023], [0.157, -0.112, -0.032], [-0.193, -0.168, 0.006], [0.033, -0.218, 0.042], [-0.198, 0.210, 0.369], [-0.056, 0.045, -0.008], [0.464, -0.102, -0.285], [0.108, 0.014, -0.033], [-0.039, -0.099, -0.104], [0.144, 0.058, -0.014], [-0.148, -0.372, -0.273], [0.457, 0.325, 0.000], [-0.226, 0.028, 0.232], [-0.070, 0.163, -0.011], [-0.015, -0.061, 0.089], [0.014, 0.005, -0.547], [-0.176, -0.126, 0.222], [0.005, 0.064, -0.283], [-0.066, -0.179, 0.249], [0.400, -0.368, 0.303], [-0.343, 0.104, -0.050], [-0.179, 0.250, -0.143], [0.140, -0.322, 0.206], [0.606, 0.270, -0.044], [-0.003, 0.651, -0.274], [0.086, -0.094, 0.064], [0.132, -0.353, -0.268], [0.234, 0.137, -0.339], [-0.005, -0.100, -0.582], [-0.022, -0.020, 0.416], [-0.071, -0.377, 0.329], [0.475, -0.199, 0.188], [-0.242, -0.126, 0.314], [0.068, 0.124, 0.311], [-0.167, 0.271, 0.142], [0.011, 0.170, 0.048], [0.136, 0.172, -0.096], [-0.270, 0.207, 0.150], [-0.032, -0.009, 0.002], [0.566, 0.248, 0.016], [0.072, 0.141, -0.068], [-0.177, -0.254, 0.038], [0.058, -0.048, 0.056], [0.038, 0.138, -0.228], [-0.079, 0.093, 0.187], [0.197, 0.121, 0.017], [0.105, -0.253, -0.011], [-0.150, -0.318, -0.098], [0.036, 0.188, 0.154], [-0.005, 0.230, -0.105], [0.113, 0.074, 0.225], [-0.102, -0.281, 0.370], [-0.128, -0.304, -0.113], [0.147, -0.464, 0.164], [-0.133, 0.677, 0.050], [-0.150, -0.048, -0.083], [0.129, 0.265, 0.059], [0.506, 0.141, 0.040], [0.033, -0.071, 0.067], [0.167, 0.395, -0.209], [0.200, -0.264, 0.231], [0.315, -0.201, -0.256], [-0.023, -0.125, -0.006], [0.017, 0.240, -0.153], [0.229, -0.247, -0.285], [0.400, -0.302, 0.199], [0.068, -0.481, 0.297], [-0.094, 0.002, 0.137], [0.088, -0.115, -0.225], [-0.325, 0.044, 0.129], [-0.039, -0.307, 0.099], [0.058, 0.051, 0.266], [0.017, -0.059, -0.068], [0.074, -0.136, -0.067], [0.039, 0.488, -0.175], [0.045, -0.125, -0.073], [0.192, -0.048, -0.047], [0.046, 0.018, -0.047], [0.203, 0.241, -0.275], [-0.092, 0.046, 0.047], [0.216, -0.016, 0.058], [0.020, 0.437, 0.044], [-0.038, 0.115, 0.125], [0.123, 0.114, -0.027], [-0.160, 0.135, 0.167], [-0.193, 0.389, 0.229], [0.690, -0.154, 0.133], [0.001, -0.150, 0.253], [0.426, -0.271, -0.622], [-0.055, 0.098, 0.139], [0.339, -0.327, 0.133], [-0.363, -0.370, -0.341], [-0.009, -0.048, -0.063], [-0.191, 0.430, -0.099], [-0.028, -0.203, 0.033], [0.241, 0.157, -0.057], [-0.065, 0.141, -0.274], [0.178, 0.081, -0.212], [0.497, 0.221, 0.131], [-0.052, -0.153, 0.003], [0.330, 0.172, 0.375], [0.099, -0.295, 0.094], [-0.182, 0.179, -0.270], [0.220, -0.262, -0.297], [-0.268, -0.152, -0.080], [0.219, 0.167, 0.075], [0.031, -0.019, 0.026], [-0.642, 0.059, -0.267], [0.223, -0.107, 0.220], [0.153, 0.071, 0.185], [0.182, 0.031, -0.230], [0.031, 0.208, -0.503]]}

Q: Number 3 is which compound?
A: C45H117N7O14